{"formula": "C3H11NO6", "method": "the ωB97M-V functional and the def2-TZVPD basis", "symbols": ["C", "C", "O", "N", "C", "O", "O", "H", "H", "H", "H", "H", "O", "H", "H", "O", "H", "H", "O", "H", "H"], "positions_angstrom": [[-0.068, -2.010, -1.330], [-0.103, -0.818, -0.493], [-0.446, -0.791, 0.683], [0.154, 0.498, -0.971], [0.314, 0.832, -2.301], [1.010, 0.171, -3.041], [-0.362, 1.933, -2.600], [0.572, -2.844, -0.872], [-1.107, -2.357, -1.441], [0.481, -1.883, -2.284], [-0.125, 1.127, -0.216], [0.017, 2.389, -3.377], [1.937, -0.072, 2.406], [1.776, -0.822, 2.984], [1.174, 0.445, 2.156], [-0.826, 2.936, 0.646], [-0.617, 3.834, 0.917], [-1.242, 2.530, 1.414], [-0.780, -1.967, 2.809], [-1.651, -1.633, 2.597], [-0.109, -1.497, 2.315]], "orbital_gap_ev": 10.4860, "e_above_lowest_kcal_mol": 13.7, "total_charge": 0, "smiles": "CC(=O)NC(=O)O.O.O.O"}